The following is a quantum chemistry calculation of a molecular structure, C6H11NO, from the OMol25 dataset.

Last column: Löwdin charge in e.
Atoms and positions in Å:
C: -0.33048 -0.17561 -0.04024  -0.64
C: -0.88968 -1.54714 0.27169  -0.02
N: -0.22346 0.12849 -1.38798  0.12
C: -1.47474 1.14088 0.81509  -0.04
C: 2.05883 -0.56703 0.44585  -0.03
C: -2.34060 1.82874 0.08260  -0.06
C: 3.14186 -0.07349 -0.13084  0.00
O: 0.62108 0.32895 0.75291  -0.12
H: -0.04995 -0.63024 -2.02948  0.09
H: 0.21708 1.02373 -1.56163  0.11
H: -1.41358 1.22810 1.89533  0.07
H: 2.03487 -1.48782 1.01427  0.09
H: -0.40895 -1.97235 1.15574  0.08
H: -1.95813 -1.48116 0.48999  0.08
H: -0.73924 -2.26353 -0.53991  0.08
H: -3.03359 2.54645 0.52212  0.04
H: -2.42625 1.67673 -0.99168  0.04
H: 3.10000 0.85651 -0.69599  0.06
H: 4.11491 -0.56021 -0.06786  0.06

Forces on atoms 1 to 6 (eV/Å):
-4.3 3.0 1.7
0.0 -0.3 0.1
-0.3 0.1 -0.3
0.0 -2.0 -2.2
-1.8 1.8 1.4
0.2 -0.2 0.3

- HOMO-LUMO gap (eV) = 9.4
- maximum force (eV/Å) = 7.19
- energy relative to the best compared isomer or geometry (same formula, charge and spin) (eV) = 5.022
- energy (eV) = -9933.4329
- LUMO (eV) = 0.98